# 1
{"formula": "C4H8B4F16LiO", "method": "ωB97M-V/def2-TZVPD", "symbols": ["F", "F", "F", "F", "F", "F", "F", "F", "F", "F", "F", "F", "F", "F", "F", "F", "O", "C", "C", "C", "C", "B", "B", "B", "B", "Li", "H", "H", "H", "H", "H", "H", "H", "H"], "coordinates": [[0.8551, -1.7215, -2.6124], [-1.5993, -2.5650, 0.8241], [1.6815, -2.5032, -4.5356], [-2.9302, 1.6222, -1.0998], [-0.7904, 1.8018, -1.6240], [3.7192, -0.2087, -2.2557], [3.9205, 0.8960, -0.3081], [0.2557, -3.0751, -0.4345], [0.3992, -3.3094, 1.7422], [-1.4049, -0.0874, -0.8600], [-0.6112, -2.4703, -4.1662], [-2.0665, 0.5654, -2.9727], [1.9674, -0.0813, -0.9583], [0.7248, -3.9616, -3.0803], [2.6291, 1.6597, -1.9825], [0.3249, -1.3033, 0.8194], [-1.1450, 2.4802, 1.2306], [-1.9793, 1.5306, 1.9452], [0.2044, 2.0316, 1.5227], [-1.2185, 1.1493, 3.2240], [0.1987, 1.3397, 2.8267], [-1.8612, 0.9537, -1.6404], [-0.1982, -2.5891, 0.7196], [0.6879, -2.6994, -3.6102], [3.0489, 0.5761, -1.3607], [0.2879, -0.8983, -1.0412], [0.4796, 1.3048, 0.7584], [0.6755, 1.9731, 3.5748], [1.0145, 2.7607, 1.5180], [-3.0016, 1.7753, 2.2336], [-1.3572, 0.1335, 3.5943], [-1.4643, 1.9308, 3.9430], [-2.1106, 0.6299, 1.3455], [0.6635, 0.3595, 2.7206]], "charge": -3, "total_energy_ev": -52742.6899, "lumo_energy_ev": 7.09}

=====

# 2
{"formula": "C4H8BF2N3O6", "method": "ωB97M-V/def2-TZVPD", "symbols": ["F", "F", "O", "O", "O", "O", "O", "O", "N", "N", "N", "C", "C", "C", "C", "B", "H", "H", "H", "H", "H", "H", "H", "H"], "coordinates": [[2.6264, -0.6605, -2.4809], [0.4882, -0.2501, -3.1671], [-0.0352, -1.2388, -0.1535], [2.8404, 3.0804, -4.6877], [1.6197, 1.4007, -1.9227], [0.5665, 0.0006, 0.1704], [2.0240, 3.6053, -1.9153], [2.2695, 0.9739, -4.1538], [-2.3460, -1.5914, 3.8659], [-0.9800, -1.8353, 1.9107], [-1.3331, 0.2644, 2.8834], [2.0127, 2.5415, -2.4712], [-1.5345, -1.0505, 2.8885], [-1.2081, -1.3269, 0.5382], [2.4345, 2.2649, -3.9091], [1.7468, 0.3115, -2.9326], [-2.1378, 0.8750, 2.8295], [0.0900, 0.6879, -0.3302], [-1.9423, -2.4870, 4.1424], [-1.7014, -0.3605, 0.5238], [0.0045, -2.0603, 2.0604], [-0.4071, 0.6696, 2.8826], [-1.8534, -2.0171, 0.0091], [-3.2443, -1.7972, 3.4192]], "charge": 0, "total_energy_ev": -27143.9332, "lumo_energy_ev": -3.75}

=====

# 3
{"formula": "C4H8BaClNO2", "method": "ωB97M-V/def2-TZVPD", "symbols": ["Ba", "Cl", "O", "O", "N", "C", "C", "C", "C", "H", "H", "H", "H", "H", "H", "H", "H"], "coordinates": [[2.5001, 1.4725, 0.3426], [-0.9876, -0.0261, -2.4437], [-2.2948, 1.1539, 0.3382], [-0.8703, -0.3722, 1.7171], [-0.3497, 2.1718, 1.5159], [0.7317, -0.9042, -0.2115], [0.5749, -0.8174, -1.8399], [-1.2391, 0.9609, 1.1673], [-0.6230, -1.3374, 0.6011], [1.2205, 0.1115, 0.1558], [0.5010, 2.1627, 0.8767], [1.4684, -0.1247, -2.2236], [1.5562, -1.7380, 0.0006], [-0.4418, -2.4069, 1.0930], [-1.5931, -1.4218, -0.0474], [0.7988, -1.8847, -2.3007], [-0.9521, 3.0003, 1.2585]], "charge": 2, "total_energy_ev": -23056.8707, "lumo_energy_ev": -9.19}

=====

# 4
{"formula": "C4H8Br2Se", "method": "ωB97M-V/def2-TZVPD", "symbols": ["Br", "Br", "Se", "C", "C", "C", "C", "H", "H", "H", "H", "H", "H", "H", "H"], "coordinates": [[-2.2760, 2.7819, 1.3050], [2.4054, -2.1409, -2.5244], [0.6627, 1.6981, -0.5746], [0.8727, 0.1135, -1.6418], [0.0270, 0.7381, 0.9361], [2.1085, -0.7135, -1.2103], [-1.8796, 0.9143, 1.0039], [1.8748, -1.2119, -0.1924], [-0.0743, -0.5566, -1.5082], [2.9333, 0.0517, -1.0870], [-2.3858, 0.4641, 1.8019], [-2.2083, 0.7492, 0.0426], [0.9732, 0.3926, -2.8108], [0.4138, 1.0095, 1.8674], [0.2725, -0.2900, 0.7471]], "charge": 0, "relative_energy_ev": 0.547, "total_energy_ev": -209706.9800, "lumo_energy_ev": 0.65}

=====

# 5
{"formula": "C4H8Br2Se", "method": "ωB97M-V/def2-TZVPD", "symbols": ["Br", "Br", "Se", "C", "C", "C", "C", "H", "H", "H", "H", "H", "H", "H", "H"], "coordinates": [[4.3497, 0.3675, -0.7886], [-3.3977, 0.8618, -0.8835], [-0.2515, 0.9757, -0.1492], [-3.0420, -0.7372, -0.0968], [-1.1172, -0.3387, 1.0108], [1.4712, 0.1534, -0.6718], [2.5766, 0.8342, 0.1266], [-1.5022, 0.1230, 1.9241], [-2.7569, -1.5739, -0.9096], [2.4334, 2.0220, 0.1280], [1.5811, 0.1500, -1.8486], [-0.8688, -1.3529, 1.0261], [2.7757, 0.4163, 1.1309], [1.5129, -0.9558, -0.6749], [-3.7641, -0.9454, 0.6764]], "s2": 2.011, "charge": 0, "relative_energy_ev": 0.835, "spin_multiplicity": 3, "total_energy_ev": -209702.5447, "lumo_energy_ev": [0.60, -1.92]}

=====

# 6
{"formula": "C4H8BrIO3S", "method": "ωB97M-V/def2-TZVPD", "symbols": ["I", "Br", "S", "O", "O", "O", "C", "C", "C", "C", "H", "H", "H", "H", "H", "H", "H", "H"], "coordinates": [[2.8501, -0.7758, -0.8372], [1.4043, 0.6004, 1.8979], [0.4706, 1.2535, -1.3874], [-1.2639, -0.4458, 0.1240], [0.1429, 0.3748, -2.4747], [1.7149, 1.9525, -1.3924], [-0.9120, 2.2607, -1.0113], [-0.0591, -1.1982, 0.3174], [1.0883, -0.2650, 0.1267], [-0.0540, -2.0357, 1.5759], [-0.1875, -1.8911, -0.6356], [-1.5341, 1.7905, -0.2118], [-0.5272, 3.2713, -0.7622], [-1.5881, -0.3911, 0.9948], [-0.0628, -1.3699, 2.4735], [0.8686, -2.6167, 1.6647], [-1.5502, 2.3091, -1.9258], [-0.8008, -2.8235, 1.4634]], "charge": 0, "relative_energy_ev": 0.529, "total_energy_ev": -99395.8619, "lumo_energy_ev": 0.03}

=====

# 7
{"formula": "C4H8BrN2O2", "method": "ωB97M-V/def2-TZVPD", "symbols": ["Br", "O", "O", "N", "N", "C", "C", "C", "C", "H", "H", "H", "H", "H", "H", "H", "H"], "coordinates": [[-1.3919, -2.5103, 0.3750], [1.9304, -1.7618, -0.6768], [2.0576, 0.2590, 1.5879], [1.0365, -0.0857, 0.8058], [1.0189, -1.0408, -0.1173], [-0.4506, 1.7561, 0.6775], [-0.3383, 0.2255, 0.7311], [-0.8605, -0.5263, -1.7776], [-0.4825, -0.8483, -0.3558], [-0.0208, 2.2701, 1.5234], [-1.0217, -0.1842, 1.4494], [0.1532, 2.1203, -0.1390], [-1.4661, 1.9997, 0.6923], [-0.4114, 0.3904, -2.0055], [2.8839, -0.2740, 1.5587], [-0.7217, -1.3974, -2.3872], [-1.9151, -0.3924, -1.9420]], "smiles": "C[C@@H]1N(O)[N+](=O)[C@@]1(C)Br", "charge": 1, "relative_energy_ev": 1.523, "total_energy_ev": -81382.1340, "lumo_energy_ev": [-5.96, -5.96]}

=====

# 8
{"formula": "C4H8CdO3", "method": "ωB97M-V/def2-TZVPD", "symbols": ["Cd", "O", "O", "O", "C", "C", "C", "C", "H", "H", "H", "H", "H", "H", "H", "H"], "coordinates": [[1.8982, 0.2635, -0.1597], [-2.0461, 1.2702, 0.0629], [0.0732, 0.8140, -0.2804], [3.6899, 0.3946, -0.1977], [-3.4143, 0.7244, 0.0453], [4.8216, -0.3917, -0.0478], [-1.0708, 0.4481, -0.0588], [-3.3527, -0.7672, 0.1929], [-3.8994, 1.2187, 0.8968], [5.7395, 0.2267, -0.0658], [4.9267, -1.1452, -0.8528], [-3.3448, -1.2380, -0.7963], [-3.8412, 1.0224, -0.9204], [-1.7196, -0.8674, 0.0133], [-3.2850, -1.0297, 1.2554], [4.8247, -0.9435, 0.9132]], "s2": 0.760, "charge": 1, "relative_energy_ev": 1.660, "spin_multiplicity": 2, "total_energy_ev": -14972.1431, "lumo_energy_ev": [-4.06, -5.43]}